Record 1
Computed, not measured: a structure of composition C57H47CsN2O6PS2Sb in a non-equilibrium geometry, with the ωB97M-V functional and the def2-TZVPD basis.

Each line ends with the Löwdin charge.
Positions of all 117 atoms, in Å:
Cs (-2.461, -1.102, -2.160)  0.766
Sb (-0.908, 1.665, -4.795)  1.144
S (-3.626, -4.019, -0.920)  0.372
S (-2.174, -0.095, -5.457)  -0.096
P (2.312, -1.182, 4.005)  1.134
O (-1.990, 2.487, 0.076)  0.020
O (-0.355, -1.467, 2.794)  -0.025
O (1.298, 5.455, -1.915)  0.069
O (-1.407, 1.717, -2.761)  -0.322
O (0.342, 3.427, -3.922)  -0.132
O (-0.608, 5.278, 0.371)  0.093
N (-0.568, -3.073, -0.325)  0.089
N (-2.180, -1.948, 3.891)  0.146
C (0.762, 1.242, 3.909)  -0.106
C (1.164, -4.543, 1.290)  -0.032
C (-0.850, -2.741, 6.117)  -0.026
C (-3.350, 3.814, -4.331)  -0.084
C (-2.696, -5.951, 0.570)  -0.201
C (2.041, 2.176, 1.625)  -0.049
C (-0.500, -6.306, 1.468)  -0.090
C (1.889, 2.421, -8.910)  -0.119
C (-1.250, 3.123, -0.726)  -0.244
C (0.074, 1.361, -7.703)  -0.149
C (-1.459, -0.892, 2.016)  -0.060
C (0.015, 3.578, -2.687)  -0.306
C (0.837, 1.516, -8.855)  -0.110
C (0.956, -0.804, -4.253)  -0.141
C (1.784, -2.103, 6.586)  -0.101
C (-2.657, -1.640, 2.537)  -0.252
C (-2.316, 3.941, -6.390)  -0.134
C (-0.878, 2.714, -2.086)  -0.276
C (0.192, 2.243, -6.623)  -0.303
C (1.215, -1.748, 5.356)  -0.299
C (-2.980, 5.090, -6.697)  -0.111
C (2.474, 0.943, 2.229)  -0.104
C (-4.417, -0.480, 1.250)  -0.074
C (-1.764, -6.727, 1.211)  -0.120
C (-3.941, 5.638, -5.808)  -0.135
C (-4.024, -0.879, 2.693)  -0.327
C (0.595, -2.588, -0.081)  -0.343
C (-2.393, -4.787, -0.033)  -0.740
C (0.359, 2.440, 3.367)  -0.067
C (1.000, 2.873, 2.190)  -0.073
C (0.424, 4.589, -1.735)  -0.245
C (4.526, 1.096, 6.613)  -0.106
C (4.930, -1.145, 5.133)  -0.103
C (1.030, -2.746, 7.508)  -0.108
C (5.794, 0.613, 6.490)  -0.131
C (-0.101, -5.070, 0.948)  -0.205
C (-0.120, -2.105, 5.151)  -0.125
C (2.091, 1.253, -3.781)  -0.101
C (0.922, 0.627, -4.180)  -0.249
C (1.814, 0.469, 3.310)  -0.379
C (-0.945, -1.843, 3.911)  -0.379
C (1.213, 3.220, -6.718)  -0.105
C (-2.351, 3.274, -5.147)  -0.265
C (-1.000, -4.309, 0.157)  -0.177
C (-4.166, 4.965, -4.675)  -0.113
C (0.924, -1.248, -0.672)  -0.045
C (3.292, -0.854, -3.767)  -0.130
C (-0.510, 4.444, -0.503)  -0.252
C (3.233, 0.497, -3.575)  -0.109
C (2.038, 3.265, -7.838)  -0.125
C (-4.992, -1.883, 3.392)  -0.070
C (3.432, 0.562, 5.941)  -0.098
C (2.120, -1.534, -4.005)  -0.107
C (-0.299, -3.066, 7.330)  -0.061
C (3.647, -0.555, 5.136)  -0.409
C (6.015, -0.543, 5.777)  -0.100
C (1.599, -3.347, 0.726)  0.001
H (5.048, -2.105, 4.587)  0.105
H (-1.423, 0.230, 2.234)  0.155
H (-3.788, 0.249, 0.824)  0.040
H (-1.182, -1.049, 0.955)  0.092
H (2.094, -2.632, -3.953)  0.108
H (2.401, 2.399, 0.611)  0.112
H (-0.668, 0.539, -7.612)  0.045
H (1.444, 3.904, -5.847)  0.113
H (-0.771, -3.515, 8.135)  0.079
H (3.300, 0.414, 1.813)  0.091
H (-3.674, -6.312, 0.419)  0.069
H (-5.014, 5.215, -4.075)  0.083
H (4.188, -1.366, -3.492)  0.087
H (-4.496, -2.307, 4.305)  0.072
H (2.528, 2.522, -9.738)  0.072
H (-3.579, 3.243, -3.400)  0.106
H (-1.839, -2.904, 5.761)  0.100
H (-4.482, -1.418, 0.632)  0.059
H (0.421, -1.189, -1.664)  0.026
H (0.018, -1.250, -4.425)  0.005
H (2.086, 2.297, -3.628)  0.080
H (6.605, 1.035, 7.059)  0.094
H (0.601, -0.363, -0.104)  0.078
H (-3.929, 0.029, 3.255)  0.123
H (0.583, 3.763, 1.744)  0.081
H (1.985, -1.096, -0.873)  0.078
H (-2.788, -2.611, 2.008)  0.158
H (-4.528, 6.480, -6.208)  0.097
H (-1.520, 3.729, -7.129)  0.092
H (0.221, 0.890, 4.770)  0.099
H (-5.428, -0.093, 1.176)  0.070
H (2.770, 4.052, -7.809)  0.085
H (1.827, -5.044, 2.062)  0.126
H (0.291, -6.959, 1.873)  0.105
H (-2.820, 5.577, -7.650)  0.089
H (-2.155, -7.598, 1.694)  0.089
H (2.437, 0.926, 6.106)  0.102
H (-5.319, -2.696, 2.691)  0.094
H (4.089, 1.035, -3.180)  0.096
H (2.571, -2.942, 0.823)  0.074
H (-5.897, -1.450, 3.735)  0.042
H (1.495, -3.015, 8.450)  0.102
H (-0.545, 2.838, 3.801)  0.108
H (6.941, -1.082, 5.838)  0.092
H (4.350, 2.020, 7.342)  0.142
H (2.883, -1.959, 6.730)  0.113
H (0.550, 0.871, -9.682)  0.090

Force components x, y, z for each atom (eV/Å):
Cs 0.0 0.1 0.0
Sb 1.1 0.8 -1.5
S -0.5 0.8 -0.5
S -0.6 -0.6 -0.1
P 0.9 0.2 -0.1
O 1.6 1.6 -1.7
O 0.8 0.7 -1.1
O -1.6 -1.5 0.7
O 0.0 0.6 1.4
O -0.4 0.7 1.2
O -0.2 -0.7 -0.2
N -2.1 -1.0 -0.1
N -2.0 -0.6 0.8
C 0.8 -0.5 -0.7
C 2.0 1.5 -0.1
C -0.4 -0.2 0.4
C -0.7 -0.5 0.9
C 0.3 -0.9 0.1
C 0.1 -1.5 0.0
C 1.1 -0.8 -0.2
C -1.3 -0.1 0.6
C -1.1 -1.6 1.2
C -0.7 0.1 0.4
C 1.2 1.5 -1.2
C 0.3 -0.1 -1.6
C -0.2 -0.7 -0.1
C 0.8 1.7 0.5
C 1.5 0.4 -1.3
C -0.6 0.3 1.3
C 2.5 0.0 -0.7
C -1.5 -0.8 0.7
C 1.0 -0.3 0.0
C -0.4 0.2 -0.5
C -1.3 0.8 0.5
C -0.5 1.9 -1.1
C -1.7 -2.2 0.4
C -0.2 -0.6 1.4
C 0.7 0.4 -2.9
C 0.3 -1.7 -1.8
C 2.4 -1.2 1.2
C 1.9 2.0 -0.6
C 0.6 -1.3 -0.3
C -0.7 0.7 0.3
C 1.4 2.1 -0.1
C -1.7 3.1 1.9
C -0.4 -0.2 -0.7
C 0.2 -0.6 1.7
C 0.8 -0.5 0.4
C -0.4 0.4 0.1
C 0.1 0.6 -1.3
C -0.3 -0.9 -0.3
C 0.0 -1.7 0.0
C -1.5 -0.2 2.5
C 1.6 -0.2 1.2
C -0.3 -0.1 1.2
C -1.2 1.6 -0.2
C 0.1 0.8 0.1
C 0.7 -2.3 1.5
C -0.2 0.4 -1.0
C -0.1 -0.2 0.9
C 0.5 0.3 -0.6
C 0.6 1.4 0.3
C -0.1 0.8 1.0
C 0.9 -0.7 -0.4
C 1.0 -0.5 0.2
C -1.0 -0.5 -0.5
C 1.0 0.9 -1.1
C 0.8 0.0 -0.5
C -1.0 -1.0 -0.2
C -3.0 -0.5 -0.7
H 0.0 0.8 0.3
H -0.4 -1.3 -0.2
H 1.1 0.8 -0.5
H -0.5 0.1 0.7
H 0.0 0.5 -0.2
H 0.1 0.3 0.7
H 0.5 0.7 -0.3
H -0.5 -0.8 -1.2
H -1.3 -0.9 1.1
H 0.4 -0.5 -0.4
H -1.1 -0.4 0.1
H -0.2 0.1 0.7
H 0.5 -0.4 -0.1
H -0.4 0.2 -1.0
H 0.6 0.0 -1.1
H 0.1 0.8 -0.6
H -0.9 -0.5 0.6
H 0.5 0.8 0.3
H 0.5 0.1 0.7
H -0.9 -0.9 -0.4
H 0.3 0.8 0.1
H 0.1 0.3 0.0
H -0.1 -0.4 0.2
H 0.4 0.4 0.7
H 0.2 0.1 -0.3
H 0.1 -0.2 0.1
H -0.2 0.6 0.0
H 0.2 -0.3 0.7
H -0.7 -0.5 0.5
H 0.0 -0.4 0.2
H -0.3 0.3 0.3
H 0.5 0.1 -0.3
H -0.9 0.3 -1.2
H -0.7 0.4 0.2
H 0.1 0.0 -0.1
H 0.1 -0.8 0.0
H -0.2 0.4 -0.1
H 0.6 0.5 0.6
H 0.3 -0.1 -0.2
H 0.8 0.3 0.5
H -0.9 0.9 0.2
H 0.1 0.0 0.0
H 0.1 0.8 -0.2
H 0.5 0.1 -0.2
H 0.4 -2.0 -1.7
H -1.3 0.0 0.2
H 0.5 0.0 -0.1

## Properties
E_LUMO   3.3929 eV
Gap between HOMO and LUMO   5.811 eV
Total charge   -2

---

Record 2
Computed, not measured: a structure of composition C6H20B3NO5PS in a non-equilibrium geometry, with the ωB97M-V functional and the def2-TZVPD basis.

Each line ends with the Löwdin charge.
Positions of all 37 atoms, in Å:
S (-1.164, -3.028, -1.393)  0.817
P (1.029, 1.516, -2.172)  0.749
O (0.780, -2.652, -3.416)  0.254
O (1.313, -0.491, -4.225)  0.283
O (1.084, 2.805, -2.892)  -0.439
O (-0.613, -0.785, -2.910)  0.208
O (-0.755, 1.067, 1.929)  -0.209
N (-0.722, 2.333, 4.230)  0.223
C (-1.656, 2.149, 2.020)  -0.180
C (3.712, -2.932, -2.677)  -0.084
C (-2.034, 2.391, 3.481)  -0.297
C (-2.981, 1.364, 4.077)  -0.023
C (-1.307, -0.199, 1.537)  -0.055
C (3.270, -2.146, -3.927)  -0.094
B (-0.273, -2.115, -2.731)  -0.896
B (0.504, -0.037, -3.230)  -0.586
B (1.764, -1.782, -3.888)  -0.497
H (3.808, -1.199, -3.963)  0.112
H (4.611, -3.509, -2.860)  0.075
H (3.930, -2.239, -1.867)  0.074
H (-0.845, 2.248, 5.238)  0.175
H (-1.578, -0.800, 2.407)  0.087
H (0.172, 1.490, -1.048)  -0.011
H (-0.539, -0.727, 0.979)  0.082
H (-2.513, 0.382, 4.161)  0.086
H (-3.313, 1.665, 5.071)  0.094
H (-2.549, 1.996, 1.413)  0.140
H (-1.899, -3.915, -2.064)  -0.137
H (-2.436, 3.395, 3.613)  0.158
H (-3.863, 1.268, 3.449)  0.104
H (2.266, 1.130, -1.607)  0.013
H (-1.137, 3.029, 1.628)  0.139
H (3.545, -2.672, -4.840)  0.118
H (-0.219, 1.509, 3.865)  0.164
H (-2.178, -0.069, 0.895)  0.101
H (2.920, -3.585, -2.321)  0.071
H (-0.134, 3.146, 4.038)  0.180

Force components x, y, z for each atom (eV/Å):
S -0.1 0.2 0.5
P 0.0 0.2 -0.3
O 0.3 0.1 0.6
O 0.8 0.0 0.9
O -0.1 0.4 -0.1
O 0.6 0.2 1.0
O -0.1 -0.1 0.0
N 0.2 0.0 0.0
C 0.2 0.1 -0.1
C -0.2 0.2 0.0
C -0.3 -0.1 0.0
C 0.1 0.0 0.1
C 0.1 -0.1 0.0
C 0.1 0.1 0.3
B -0.8 -0.6 -0.5
B -0.7 0.2 -0.8
B -0.3 -0.2 -1.0
H 0.1 0.0 -0.2
H 0.1 -0.1 0.0
H 0.1 0.0 0.1
H 0.0 0.0 0.0
H -0.1 0.0 0.0
H 0.0 -0.1 0.1
H 0.0 0.0 0.0
H 0.0 0.0 -0.1
H 0.0 0.0 0.0
H -0.1 0.0 0.1
H 0.2 -0.1 -0.4
H 0.0 0.0 -0.1
H 0.0 0.0 0.0
H -0.1 -0.2 0.2
H 0.0 0.0 0.0
H -0.1 -0.2 -0.1
H 0.0 0.0 0.0
H 0.0 0.0 0.0
H 0.0 -0.3 0.0
H 0.0 0.0 0.0

## Properties
E_LUMO   -3.4090 eV
Gap between HOMO and LUMO   8.566 eV
Total charge   +1

---

Record 3
Computed, not measured: an isolated molecule of C3H7N3O2S in a non-equilibrium geometry, with the ωB97M-V functional and the def2-TZVPD basis.

Each line ends with the Löwdin charge.
Positions of all 16 atoms, in Å:
S (-2.925, 0.001, 0.428)  0.788
O (-4.000, -0.588, -0.365)  -0.366
O (-3.011, 1.451, 0.732)  -0.415
N (1.030, -1.464, -0.017)  -0.039
N (-1.489, -0.413, -0.273)  -0.087
N (0.823, -0.211, 0.057)  -0.002
C (2.336, -1.918, -0.225)  -0.107
C (-0.445, 1.833, 0.088)  -0.049
C (-0.452, 0.343, -0.011)  -0.420
H (2.381, -1.885, -1.303)  0.089
H (1.683, 0.377, 0.275)  0.179
H (-0.284, 2.399, -0.898)  0.114
H (2.342, -2.904, 0.115)  0.063
H (-1.520, 2.177, 0.439)  0.078
H (0.410, 2.017, 0.770)  0.074
H (3.120, -1.214, 0.188)  0.100

Force components x, y, z for each atom (eV/Å):
S -0.5 0.8 -1.3
O 0.6 0.2 0.6
O -0.9 -1.5 0.2
N -2.0 -1.6 0.4
N 0.4 -0.1 1.0
N 0.7 1.5 0.4
C 0.5 2.5 -0.3
C -0.7 1.3 0.0
C 0.3 0.6 -0.9
H 0.8 -0.4 -0.7
H -1.6 -0.2 -0.6
H 0.0 -1.2 1.2
H 0.7 -1.5 0.6
H 2.8 -0.5 -0.3
H -0.7 0.8 -0.2
H -0.4 -0.9 -0.2

## Properties
E_LUMO (spin up / spin down)   -1.8812 / -0.7594 eV
Gap between HOMO and LUMO (spin up / spin down)   6.459 / 8.452 eV